{
  "formula": "C6H12",
  "method": "ωB97M-V/def2-TZVPD",
  "elements": ["C", "C", "C", "C", "C", "C", "H", "H", "H", "H", "H", "H", "H", "H", "H", "H", "H", "H"],
  "coordinates": [[-0.2377, -1.1348, 1.5176], [-0.4388, 0.1566, 0.7725], [-1.4332, 0.1318, -0.3764], [-0.3168, 1.4119, -1.0062], [0.6935, 0.7452, -0.0749], [1.5159, -0.3191, -0.8217], [0.0102, -1.9441, 0.8233], [0.5719, -1.0371, 2.2452], [-1.1552, -1.4106, 2.0471], [-0.7396, 0.9561, 1.4663], [-1.3818, -0.6755, -1.0873], [-2.4986, 0.2600, -0.0605], [-1.3418, 1.6679, -0.7242], [-0.0983, 1.3117, -2.0673], [1.3858, 1.3772, 0.4959], [2.0952, -0.9431, -0.1280], [0.8762, -0.9877, -1.4126], [2.2269, 0.1447, -1.5161]],
  "gap_ev": 9.539,
  "smiles": "C[C@@H]1CC[C@@H]1C",
  "homo_energy_ev": -8.41,
  "total_energy_ev": -6413.5396,
  "spin_multiplicity": 1
}